No. 1
93
Properties=species:S:1:pos:R:3:forces:R:3:lowdin_charge:R:1 method="wB97M-V/def2-TZVPD" e_above_lowest_ev=0.0000 homo_lumo_gap_ev=1.294 total_energy_ev=-155908.010 charge=+1
C 1.84692 0.44635 4.04318 -0.098 -0.742 -0.386 -0.01
C 0.46315 0.87451 3.62575 0.397 -0.368 -0.116 -0.35
C 0.34884 1.94184 2.60212 -0.144 1.373 1.396 0.01
N -0.64968 0.39952 4.08374 -0.247 -0.043 -2.009 0.11
N -0.71828 -1.03375 4.17981 -0.348 0.001 1.930 -0.05
C -0.94419 -1.66645 2.86215 0.659 0.264 -1.322 -0.18
C 0.35904 -2.21148 2.22718 -0.416 0.130 -0.424 -0.09
C 0.26638 -1.98052 0.72792 -0.021 -0.418 0.600 -0.20
C 1.19198 -1.21210 0.04084 -0.178 -0.109 0.031 -0.01
C 0.99988 -1.02998 -1.32930 0.029 -0.565 1.020 -0.21
C -0.07414 -1.59782 -1.98789 -0.006 0.188 -1.168 -0.08
C -0.99545 -2.37078 -1.30519 -0.006 -0.074 0.725 -0.02
C -0.82177 -2.55376 0.06014 0.265 0.214 -0.337 0.02
H 2.60679 0.63776 3.28548 -0.102 0.137 -0.062 0.08
H 2.09840 1.04277 4.92442 0.004 0.004 -0.008 0.11
H 1.92196 -0.61176 4.30526 0.039 0.128 0.293 0.07
H -0.40907 2.65047 2.95844 -0.095 0.090 -0.426 0.09
H -0.00282 1.52971 1.65483 0.049 -0.176 0.080 0.10
H 1.26643 2.50834 2.47763 0.020 -0.083 -0.242 0.06
H -1.58304 -1.27226 4.76040 0.267 -0.630 -0.393 -0.03
H 0.06823 -1.46586 4.67224 -0.046 -0.146 -0.058 0.15
H -1.28957 -0.87906 2.19128 -0.245 0.201 0.410 0.13
H -1.72513 -2.42335 2.92166 0.147 0.105 0.514 0.03
H 1.23984 -1.71455 2.63275 0.015 -0.094 -0.081 0.09
H 0.43785 -3.28859 2.38405 0.134 0.055 0.286 0.13
H 2.01001 -0.75478 0.58596 0.046 0.112 -0.164 0.13
H 1.72612 -0.41371 -1.81837 -3.322 0.875 2.095 -0.10
H -0.21334 -1.42327 -3.05182 -0.061 -0.016 0.032 0.11
H -1.86161 -2.81218 -1.77676 0.093 0.086 -0.262 0.13
H -1.54332 -3.13328 0.62226 0.004 -0.049 -0.032 0.14
C 4.73627 4.88209 2.92590 0.201 -0.116 0.123 -0.06
C 4.35270 3.79802 1.93323 -0.375 0.428 0.169 -0.48
C 3.11970 4.17703 1.13512 -0.223 -0.208 0.008 -0.07
O 4.11001 2.56604 2.64308 0.116 -0.304 -0.176 -0.08
H 3.92796 5.04879 3.64347 -0.076 0.066 -0.107 0.09
H 5.61920 4.58740 3.49552 0.030 0.013 -0.059 0.08
H 4.94700 5.82314 2.41869 -0.038 0.016 0.009 0.09
H 5.18584 3.61336 1.25393 0.017 -0.231 0.072 0.13
H 2.26000 4.32370 1.79857 0.087 0.253 0.058 0.07
H 2.86340 3.38220 0.43385 0.127 0.058 -0.099 0.04
H 3.27699 5.09648 0.57247 -0.011 0.018 0.015 0.09
H 3.37876 2.74360 3.24352 0.069 0.180 0.067 0.05
O -0.47671 5.34822 2.95375 1.966 -1.324 -0.659 -0.28
H -1.14047 5.61550 2.31346 -0.236 0.133 0.281 -0.05
H -1.00286 4.86786 3.62588 -0.064 0.889 -0.377 -0.18
O 3.94174 2.15794 -1.20731 -0.701 -2.276 -1.304 -0.46
H 4.48848 1.81928 -0.48569 -0.002 0.003 0.000 -0.13
Cl -2.72585 -2.97107 4.98816 0.062 0.428 0.706 -0.28
C -4.69409 2.86592 8.89094 0.041 0.016 -0.286 -0.05
C -3.94698 1.56176 9.06408 -0.245 0.346 0.273 -0.26
O -3.86061 0.78396 7.85276 0.514 -0.708 0.192 -0.25
C -3.19777 1.40808 6.73951 -0.165 0.554 -0.379 -0.25
C -1.75835 1.71375 7.09103 -0.369 0.215 0.018 -0.07
H -5.70150 2.67928 8.52012 -0.014 -0.020 0.049 0.10
H -4.76109 3.38555 9.84554 0.003 -0.040 0.027 0.09
H -4.20084 3.53295 8.18332 0.040 0.048 0.061 0.08
H -4.47474 0.93322 9.78113 -0.028 -0.154 -0.143 0.12
H -2.94693 1.73877 9.47924 0.023 0.045 -0.086 0.11
H -3.73297 2.28935 6.38642 -0.011 0.059 0.144 0.13
H -3.23074 0.68565 5.92068 -0.158 -0.084 0.079 0.12
H -1.65718 2.41866 7.91347 -0.011 -0.008 -0.002 0.09
H -1.21090 2.11678 6.24234 0.031 -0.223 -0.046 0.09
H -1.32641 0.75656 7.40065 1.004 0.107 -0.076 0.04
C 2.02589 -2.65752 -8.14590 -0.005 -0.142 -0.125 -0.02
C 0.57981 -2.46967 -7.70773 0.599 0.078 -0.137 -0.29
C 0.41855 -1.88583 -6.30540 -0.690 -0.241 -0.170 -0.14
O 0.71215 -2.85085 -5.28854 0.328 0.481 0.198 -0.18
C 2.02655 -2.86146 -4.78862 -0.319 -0.356 0.149 -0.12
N -0.09457 -3.80855 -7.69984 -0.452 0.045 0.390 0.24
H 2.51035 -3.49312 -7.63420 -0.004 0.035 0.078 0.08
H 2.07533 -2.86379 -9.21545 -0.006 0.032 -0.006 0.10
H 2.60589 -1.75494 -7.95881 -0.035 0.035 -0.044 0.10
H 0.04804 -1.85328 -8.43466 -0.123 -0.028 0.063 0.16
H -0.62964 -1.61529 -6.16237 0.012 -0.018 0.087 0.15
H 1.00874 -0.97468 -6.18297 0.129 -0.047 -0.122 0.13
H 2.50724 -1.86720 -4.88246 0.031 0.004 -0.343 0.05
H 2.64224 -3.59932 -5.30438 0.267 0.207 0.014 0.10
H 1.97868 -3.14570 -3.72966 -0.057 -0.087 -0.014 0.09
H 0.11048 -4.36471 -8.53167 -0.153 0.183 -0.166 0.19
H -1.12052 -3.69998 -7.61805 -0.445 0.007 -0.578 0.14
H 0.20236 -4.32888 -6.87092 0.093 -0.045 -0.079 0.16
Ca 3.03793 -0.50528 -2.80049 3.961 1.719 -1.084 1.57
B -1.84844 -2.33349 -11.52149 0.246 0.404 -1.038 -1.05
O -3.01870 -3.13476 -11.98607 0.198 0.009 0.707 0.23
C -3.63240 -3.67520 -10.95100 -0.391 -0.102 -0.790 -0.41
O -4.59866 -4.37863 -10.97386 0.072 -0.008 0.253 0.16
C -2.87775 -3.25524 -9.68479 0.446 0.473 0.472 -0.41
O -3.11844 -3.55942 -8.53796 0.253 -0.436 0.464 0.09
O -1.86290 -2.49139 -10.01440 0.042 -0.299 0.135 0.17
F -1.98604 -1.00564 -11.84956 -0.022 -0.055 0.186 0.17
F -0.65727 -2.84872 -12.01415 0.002 -0.135 0.276 0.14
Br -2.84387 5.88643 4.15901 -1.514 -0.159 0.908 -0.41
Li -2.38254 -0.53574 8.07939 -0.900 -0.185 -0.156 0.79

=====

No. 2
91
Properties=species:S:1:pos:R:3:forces:R:3:lowdin_charge:R:1 method="wB97M-V/def2-TZVPD" homo_lumo_gap_ev=3.583 total_energy_ev=-742546.176 charge=0
C 14.88608 18.21785 13.73427 -0.061 1.113 1.083 -0.08
C 13.76525 19.27616 14.01059 0.351 -0.411 0.050 -0.24
C 13.65350 20.21836 12.83132 -1.181 0.759 -0.207 -0.25
C 12.39287 21.12709 12.90816 -0.968 0.700 -0.991 -0.24
P 12.11293 22.15118 11.37249 0.724 0.409 -0.927 1.08
C 10.60656 23.30059 11.40783 1.101 -0.867 0.788 -0.24
C 10.62611 24.53813 10.53759 0.388 0.058 -0.393 -0.26
C 9.33680 25.34560 10.62427 0.196 0.068 -0.053 -0.26
C 9.00034 25.91545 11.97931 -0.131 -0.132 0.640 -0.11
C 13.64284 23.15089 11.22861 -0.426 -0.388 0.023 -0.28
C 13.75101 24.11283 12.38704 0.226 0.479 0.605 -0.27
C 14.90779 25.09583 12.20632 0.087 0.142 0.512 -0.26
C 14.72290 26.08655 11.07689 -0.177 -0.439 -0.550 -0.10
C 11.98567 21.09788 9.84306 0.526 0.856 1.297 -0.24
C 13.31762 20.71521 9.19714 0.416 -1.227 -0.691 -0.27
C 13.14840 19.68773 8.03941 0.670 0.202 -0.261 -0.23
C 14.52156 19.42623 7.31767 -0.430 0.847 0.854 -0.09
H 15.83648 18.72295 13.56184 -0.018 0.240 -0.487 0.07
H 14.65989 17.57043 12.88705 -0.112 0.010 0.185 0.08
H 15.13706 17.65560 14.63371 -0.521 -0.395 -0.085 0.07
H 13.92268 19.94794 14.85441 0.772 -0.300 0.361 0.11
H 12.82488 18.81654 14.31481 -0.158 -0.319 -0.625 0.11
H 13.63026 19.69299 11.87657 0.072 -0.155 0.042 0.10
H 14.52242 20.87626 12.84675 0.170 -0.079 -0.199 0.11
H 12.34746 21.85018 13.72252 0.545 0.045 0.198 0.09
H 11.43252 20.62570 13.02832 0.084 -0.722 -0.022 0.10
H 10.60217 23.62626 12.44803 -0.489 -0.194 0.203 0.09
H 9.73809 22.68614 11.17055 -0.070 -0.155 0.313 0.11
H 10.72715 24.25176 9.49075 0.327 0.034 -0.114 0.11
H 11.45648 25.18345 10.82424 0.197 -0.031 -0.144 0.09
H 8.55197 24.70271 10.22571 -0.330 0.310 -0.021 0.12
H 9.47664 26.22407 9.99433 -0.157 -0.247 -0.501 0.11
H 8.73704 25.16330 12.72298 -0.105 -0.095 -0.024 0.07
H 8.16645 26.61372 11.90759 -0.019 -0.078 0.010 0.08
H 9.84387 26.46956 12.39105 0.135 0.108 -0.043 0.08
H 13.71618 23.66688 10.27129 -0.381 0.063 -0.072 0.10
H 14.48903 22.46388 11.23677 -0.020 -0.197 0.013 0.09
H 13.85976 23.61342 13.34977 0.338 -0.463 -0.096 0.11
H 12.80718 24.63329 12.54951 -0.062 0.467 -0.336 0.10
H 15.83522 24.56517 11.99099 0.041 -0.319 0.301 0.11
H 15.06883 25.61925 13.14876 -0.058 0.009 0.058 0.11
H 13.66412 26.25704 10.88186 -0.046 0.477 0.160 0.06
H 15.09812 25.61632 10.16793 0.115 0.291 -0.225 0.07
H 15.27051 27.01348 11.24722 -0.203 -0.033 -0.101 0.08
H 11.41267 21.72458 9.15967 -0.315 -0.303 -0.089 0.09
H 11.40359 20.26661 10.24091 -0.157 -0.339 -0.634 0.11
H 14.05750 20.28871 9.87448 -0.220 0.003 0.414 0.09
H 13.84421 21.55787 8.74912 -0.328 0.407 0.103 0.11
H 12.36593 20.09073 7.39642 0.233 0.024 -0.509 0.10
H 12.74720 18.72376 8.35230 0.049 0.042 0.464 0.11
H 15.27650 19.14805 8.05307 -0.220 -0.802 0.209 0.07
H 15.00547 20.34596 6.98899 -0.534 0.289 -0.615 0.06
H 14.47883 18.70417 6.50225 -0.059 0.091 0.180 0.07
C 6.37518 16.62848 14.89700 -1.053 -0.295 0.914 -0.17
C 6.70694 16.65435 13.44097 0.398 1.944 -1.279 -0.62
O 6.70201 17.92658 12.90461 0.501 0.041 0.311 -0.45
H 6.46695 15.62699 15.31737 -0.130 -0.368 0.124 0.04
H 5.35505 16.98157 15.04788 -0.238 -0.030 0.089 0.05
H 6.98916 17.27354 15.52551 0.395 0.211 -0.378 0.05
H 6.05620 16.07974 12.78183 -0.781 -1.018 0.420 0.06
H 7.65840 16.12652 13.37609 1.056 -0.288 -0.272 0.05
C 3.81628 10.47140 13.08458 0.404 0.271 -0.435 -1.00
Cl 2.24844 9.97116 12.37021 0.670 0.067 0.402 0.47
Cl 4.67749 9.19542 13.99670 -0.565 0.363 -0.138 0.48
H 4.49920 10.75558 12.28396 -0.323 -0.211 -0.079 0.02
H 3.66581 11.36569 13.68931 -0.175 -0.466 0.251 0.03
C 5.82233 16.28969 6.48921 -0.723 -0.506 0.494 -1.02
Cl 5.06882 14.64411 6.47232 0.440 0.531 -0.044 0.46
Cl 6.92758 16.56252 5.16761 0.233 -0.011 -0.407 0.50
H 4.97884 16.97467 6.40310 0.356 0.006 0.129 0.02
H 6.38082 16.39556 7.41924 -0.307 -0.019 -0.132 0.03
C 4.55183 22.70050 15.66388 1.539 -0.261 -0.345 -1.11
Cl 4.16199 22.58784 17.35629 -0.211 -0.166 0.629 0.52
Cl 3.21064 23.15287 14.67186 -0.621 0.303 -0.458 0.53
H 5.36385 23.42254 15.57785 -0.345 0.200 -0.089 0.02
H 4.96403 21.76189 15.29348 -0.355 -0.134 0.238 0.04
C 0.49591 18.34965 11.46157 -0.954 0.163 -0.634 -1.52
Br -0.90734 19.47800 12.29110 0.820 -0.556 -0.192 0.50
Br 0.40018 18.65917 9.50202 0.186 -0.252 0.853 0.49
Br 0.20115 16.46271 11.88183 0.302 0.912 -0.136 0.54
H 1.47940 18.69794 11.77703 -0.307 -0.276 0.118 -0.01
C 10.05883 20.96620 20.61189 -0.205 -0.800 -0.170 -1.60
Br 9.91496 19.01684 20.44065 0.031 0.440 0.213 0.53
Br 11.96088 21.45054 20.62332 -1.007 0.094 -0.077 0.53
Br 9.05096 21.63571 22.11057 0.367 -0.059 0.000 0.57
H 9.48780 21.30531 19.74758 0.806 0.321 0.023 -0.03
C 11.95641 12.10976 11.28069 -0.788 -0.359 0.558 -1.55
Br 13.40864 10.91379 10.86892 -0.095 0.295 0.117 0.55
Br 11.21130 11.69732 13.10493 0.400 0.281 -1.279 0.50
Br 10.58750 11.99451 9.87496 0.514 0.158 0.748 0.53
H 12.30477 13.14055 11.34560 -0.043 -0.375 -0.142 -0.03

=====

No. 3
92
Properties=species:S:1:pos:R:3:forces:R:3:lowdin_charge:R:1 method="wB97M-V/def2-TZVPD" e_above_lowest_ev=0.7487 homo_lumo_gap_ev=9.911 total_energy_ev=-66568.371 smiles="CCOC(=O)C(F)(F)F.CCOC(=O)C(F)(F)F.COCCOC.COCCOC.COCCOC.COCCOC" charge=0
C -1.70663 -0.52324 4.76524 0.760 -0.040 -0.062 -0.06
C -3.12115 -0.05529 4.47399 0.476 -0.254 0.719 -0.20
O -3.67048 -0.96293 3.52762 0.115 -1.081 -1.094 0.02
C -4.86627 -0.72601 2.99245 1.386 1.275 1.810 -0.38
O -5.49992 0.23472 3.32317 -0.931 -0.369 -0.910 0.17
C -5.24573 -1.82892 2.00265 -0.812 -0.283 -0.320 -0.56
F -4.32565 -2.77123 1.87598 0.334 -0.025 0.041 0.18
F -6.37298 -2.41819 2.41498 -0.111 0.035 0.163 0.17
F -5.48428 -1.31612 0.79361 0.104 0.261 -0.106 0.17
H -1.20246 0.22852 5.37502 -0.047 0.012 0.031 0.08
H -1.09435 -0.66827 3.87122 -0.286 0.412 -0.273 0.07
H -1.57802 -1.48211 5.26937 -0.680 0.042 0.246 0.08
H -3.10805 0.97275 4.11412 -0.209 -0.087 -0.283 0.13
H -3.73370 -0.09327 5.37601 -0.057 0.116 -0.024 0.13
C 4.62113 1.83081 4.48828 0.613 -0.203 -0.097 -0.05
C 4.45093 3.20793 5.09195 -0.423 0.311 -0.991 -0.20
O 4.83577 3.19932 6.46960 -0.110 0.100 0.786 0.04
C 6.00477 3.70863 6.81121 0.711 0.122 -0.209 -0.39
O 6.87541 4.08925 6.08779 -0.048 0.062 -0.460 0.17
C 6.23951 3.77842 8.33758 -1.106 0.022 -0.027 -0.57
F 7.24569 4.57642 8.62151 0.383 0.081 -0.008 0.19
F 5.14810 4.25984 8.95562 -0.076 -0.004 0.051 0.16
F 6.48144 2.56608 8.82984 0.186 -0.332 0.095 0.18
H 5.66886 1.56199 4.33470 0.105 0.127 0.463 0.08
H 4.22580 1.72332 3.47743 -0.529 0.299 0.178 0.07
H 4.16634 1.11050 5.16703 -0.054 -0.169 -0.207 0.08
H 3.40263 3.50733 5.07954 -0.069 -0.208 0.265 0.13
H 4.95805 4.00387 4.54538 0.405 -0.210 0.142 0.13
C 2.15092 4.67344 0.94686 1.775 0.268 0.376 -0.13
O 1.59436 5.65224 0.10962 -0.665 0.663 -0.081 -0.17
C 0.19268 5.80793 0.26073 -0.500 -0.827 0.343 -0.19
C -0.55819 4.58509 -0.26991 0.124 0.297 0.113 -0.20
O -0.62040 3.62732 0.77792 -0.268 -0.383 -0.283 -0.21
C -1.59425 2.64136 0.48348 -0.190 0.165 -0.287 -0.11
H 1.60645 4.55528 1.88251 -0.268 -0.390 -0.197 0.09
H 3.15948 5.01464 1.23187 -0.233 0.376 0.034 0.08
H 2.42625 3.74518 0.43254 -0.976 -0.230 -0.007 0.09
H -0.18361 6.74351 -0.14954 0.579 -0.042 -0.688 0.12
H -0.11009 5.89274 1.31168 0.360 -0.134 0.224 0.12
H -0.02299 4.16678 -1.12971 0.007 0.000 -0.043 0.13
H -1.57437 4.83024 -0.60225 -0.020 0.169 0.102 0.12
H -1.53903 1.84588 1.22334 0.012 0.085 0.110 0.08
H -1.47467 2.20479 -0.51455 0.368 -0.067 0.014 0.08
H -2.59081 3.09741 0.46900 -0.089 -0.055 0.286 0.09
C -6.78583 -6.81904 -5.10690 0.444 0.557 0.972 -0.09
O -6.25408 -5.77064 -4.28147 -0.009 -0.430 -0.758 -0.18
C -5.27893 -5.03777 -4.99174 0.190 1.306 1.367 -0.22
C -4.97126 -3.80200 -4.15895 -0.362 0.039 0.721 -0.22
O -4.43275 -4.21233 -2.91393 0.507 -0.214 -0.192 -0.17
C -4.12701 -3.12936 -2.08361 -0.577 0.617 0.331 -0.12
H -7.53613 -6.38285 -5.76712 0.063 -0.288 -0.336 0.09
H -7.23786 -7.54823 -4.43765 -0.142 0.034 -0.059 0.09
H -5.95051 -7.29813 -5.62015 -0.237 -0.107 -0.382 0.08
H -5.64326 -4.64692 -5.94500 0.028 -0.460 -0.329 0.13
H -4.32453 -5.56747 -5.04920 -0.153 -0.431 -0.506 0.13
H -5.89606 -3.24853 -3.95442 -0.134 -0.001 -0.146 0.13
H -4.29029 -3.10380 -4.65828 0.157 -0.173 -0.229 0.12
H -3.37714 -2.44584 -2.49957 0.098 -0.146 -0.189 0.07
H -3.79036 -3.45477 -1.10074 0.134 -0.403 -0.180 0.09
H -5.03182 -2.53562 -1.89494 -0.009 0.100 -0.065 0.09
C 4.11361 0.74028 -4.34969 -0.384 0.518 1.208 -0.10
O 4.78925 -0.36985 -3.77512 0.234 -0.333 -0.440 -0.18
C 3.92780 -1.35341 -3.24728 -0.586 0.489 -0.595 -0.20
C 3.37249 -2.32177 -4.29754 -0.304 -0.369 1.093 -0.21
O 2.49389 -1.68150 -5.20596 -0.197 -0.455 0.535 -0.20
C 1.77034 -2.62928 -5.96816 0.295 0.368 -0.887 -0.11
H 3.17797 0.50162 -4.84804 0.237 -0.356 -0.410 0.08
H 4.79656 1.29797 -4.98387 0.051 -0.214 -0.119 0.09
H 3.81058 1.39395 -3.51674 0.112 0.188 -0.121 0.09
H 3.07522 -0.86005 -2.75691 -0.093 -0.030 -0.069 0.11
H 4.44652 -1.88699 -2.45024 0.234 -0.184 -0.271 0.13
H 2.80583 -3.06754 -3.72059 -0.157 -0.024 0.054 0.12
H 4.14499 -2.91953 -4.78989 0.251 0.403 -0.345 0.13
H 1.09902 -3.32734 -5.45805 0.276 0.171 0.715 0.09
H 2.49434 -3.21262 -6.54419 -0.175 -0.179 -0.185 0.09
H 1.13683 -2.06051 -6.64778 0.135 0.019 -0.119 0.09
C 2.06360 -0.25620 2.21572 -0.858 0.591 0.954 -0.12
O 1.07108 -0.71611 1.33215 -0.203 -0.049 -0.252 -0.17
C 1.03915 0.00927 0.12847 0.060 0.784 -0.394 -0.22
C -0.01575 -0.54537 -0.82563 1.634 -0.384 0.050 -0.21
O -0.04000 0.31464 -1.94284 -0.676 0.123 0.220 -0.19
C -0.80459 -0.23221 -2.99729 -0.268 -0.662 0.173 -0.10
H 2.00739 0.83737 2.29029 0.310 0.057 -0.235 0.08
H 3.08909 -0.58099 2.02452 -0.096 -0.110 -0.374 0.09
H 1.74552 -0.58936 3.20616 0.303 -0.286 -0.018 0.09
H 2.05027 0.02805 -0.29541 -0.103 -0.365 -0.470 0.12
H 0.80536 1.08066 0.22482 -0.106 -0.007 0.700 0.11
H -0.98741 -0.63954 -0.33649 -0.081 -0.007 -0.006 0.13
H 0.37209 -1.52305 -1.13832 -0.518 -0.272 -0.027 0.13
H -1.70771 -0.77468 -2.68258 -0.010 0.299 0.557 0.07
H -0.22511 -1.02282 -3.48553 0.156 0.399 -0.552 0.09
H -1.16688 0.57230 -3.63080 0.484 -0.029 -0.321 0.09